Formula: C44H59AsBrGeN2O5PSSi3Ti
Source: OMol25
Level of theory: ωB97M-V/def2-TZVPD

Each line ends with the Löwdin spin population.
Geometry (Å):
1 Ti -1.3141 -2.6314 3.3853  1.879
2 N 0.8529 -1.8539 2.5507  0.018
3 C 1.0867 -0.6285 3.3191  0.003
4 C 0.0318 -0.1675 4.2513  0.004
5 O 0.3529 0.8811 4.8962  -0.001
6 O -0.9629 -0.9145 4.4413  0.026
7 H 1.4749 -2.6443 2.5929  0.004
8 H 0.7271 -1.7647 1.5275  0.003
9 H 1.4070 0.1025 2.6033  0.000
10 H 1.8996 -0.7802 4.0466  0.000
11 Br -0.5839 -4.8938 4.5338  0.021
12 O -2.2623 -2.0416 1.5722  0.031
13 C -3.4300 -1.8251 1.1137  0.005
14 N -4.4711 -1.5902 1.9387  0.004
15 S -5.7558 -1.1988 1.1424  0.001
16 O -6.6403 -2.3127 0.9424  0.000
17 O -6.3327 0.0684 1.4912  0.000
18 C -4.8850 -1.0859 -0.5224  0.000
19 C -5.3363 -0.6652 -1.8497  0.000
20 C -4.5015 -0.9207 -2.9076  0.000
21 C -3.2514 -1.5039 -2.6806  0.000
22 C -2.8309 -1.9195 -1.3845  0.001
23 C -3.6962 -1.6764 -0.3315  0.000
24 H -6.1497 0.0327 -1.9780  0.000
25 H -4.7006 -0.4071 -3.8670  0.000
26 H -2.5447 -1.6613 -3.5425  0.000
27 H -1.8830 -2.3638 -1.2660  0.000
28 C 0.0597 2.9762 1.2909  0.000
29 C 1.2125 2.6260 2.2395  0.000
30 As 2.3384 3.9485 3.1750  0.000
31 C 0.8493 5.0261 3.8049  0.000
32 C 0.8377 6.4314 3.7220  0.000
33 C -0.1239 7.2228 4.2944  0.000
34 C -1.0967 6.5791 5.0246  0.000
35 C -1.1120 5.1984 5.2288  0.000
36 C -0.1263 4.4093 4.6414  0.000
37 C 3.0666 5.0317 1.7449  0.000
38 C 4.4235 5.3766 1.8225  0.000
39 C 5.0247 6.2765 0.9054  0.000
40 C 4.2891 6.7889 -0.1055  0.000
41 C 2.9277 6.4227 -0.2124  0.000
42 C 2.3372 5.6954 0.7588  0.000
43 P -1.0628 1.4747 1.0302  0.000
44 C -1.3819 1.5943 -0.8067  0.000
45 C -2.6480 1.8978 -1.3446  0.000
46 C -2.8097 1.9497 -2.7188  0.000
47 C -1.7587 1.6092 -3.5981  0.000
48 C -0.5349 1.3110 -3.0277  0.000
49 C -0.3494 1.2343 -1.6562  0.000
50 C -2.6080 2.1702 1.6960  0.000
51 C -3.0975 3.3199 1.2186  0.000
52 C -4.2535 3.9058 1.8124  0.000
53 C -5.0333 3.1397 2.5475  0.000
54 C -4.5648 1.8838 3.0070  0.000
55 C -3.3670 1.4071 2.6023  0.000
56 H 0.5459 3.1270 0.3414  0.000
57 H -0.5167 3.8117 1.6400  0.000
58 H 2.0231 2.1711 1.5698  0.000
59 H 0.9651 1.9402 3.0246  0.000
60 H 1.7496 6.8535 3.1584  0.000
61 H -0.0572 8.3193 4.1395  0.000
62 H -1.9375 7.1893 5.4885  0.000
63 H -2.0525 4.8973 5.7081  0.000
64 H -0.1520 3.3145 4.7632  0.000
65 H 4.9989 5.0515 2.5988  0.000
66 H 6.0327 6.6421 1.1097  0.000
67 H 4.7049 7.6346 -0.6679  0.000
68 H 2.3215 6.8719 -0.9132  0.000
69 H 1.2035 5.5142 0.6470  0.000
70 H -3.5194 2.2398 -0.8213  0.000
71 H -3.7419 2.2470 -3.1605  0.000
72 H -1.8307 1.5353 -4.6737  0.000
73 H 0.2965 0.9927 -3.5851  0.000
74 H 0.6878 1.1936 -1.2767  0.000
75 H -2.6181 3.9346 0.4570  0.000
76 H -4.4615 4.9268 1.5456  0.000
77 H -6.0121 3.4043 2.9736  0.000
78 H -5.2305 1.3409 3.6376  0.000
79 H -3.0016 0.4324 2.8691  0.000
80 C 1.9651 -5.4825 -5.7630  0.001
81 Si 1.3590 -4.2471 -4.5121  0.077
82 C 0.7593 -2.6697 -5.3992  0.001
83 C -0.2270 -5.0967 -3.8785  0.026
84 Ge 3.1971 -3.9235 -2.7729  0.595
85 Si 3.1116 -5.8982 -1.2798  0.092
86 C 1.6630 -6.0499 -0.1342  0.028
87 C 3.3211 -7.5726 -2.0658  0.001
88 C 4.5484 -5.6024 -0.1536  0.003
89 Si 2.2922 -2.0729 -1.5925  0.099
90 C 0.4970 -2.4798 -1.1327  0.037
91 C 3.2609 -1.5550 -0.0937  0.001
92 C 2.4669 -0.7795 -2.7992  0.008
93 H 1.7210 -6.4147 -5.5044  0.000
94 H 3.1012 -5.3520 -5.8569  0.003
95 H 1.4516 -5.2315 -6.7526  0.000
96 H 0.4224 -2.9317 -6.4320  0.000
97 H 1.6224 -1.9873 -5.5267  0.000
98 H -0.0244 -2.1218 -4.9174  0.000
99 H -0.6433 -5.4817 -4.8685  0.004
100 H -1.0429 -4.4430 -3.5181  0.000
101 H 0.0279 -5.9485 -3.2663  0.000
102 H 1.2599 -5.1488 0.3062  0.000
103 H 1.9788 -6.6463 0.6995  0.004
104 H 0.8316 -6.6729 -0.5446  0.000
105 H 2.6043 -7.6926 -2.9127  0.000
106 H 3.1755 -8.2677 -1.1872  0.000
107 H 4.2968 -7.7845 -2.5094  0.000
108 H 4.6795 -4.6532 0.3570  0.000
109 H 5.4150 -5.8945 -0.7230  0.001
110 H 4.6102 -6.4187 0.6571  0.000
111 H 0.5557 -3.2187 -0.3979  0.001
112 H 0.0314 -2.8092 -2.0149  0.002
113 H -0.0437 -1.6829 -0.6502  0.005
114 H 3.5394 -2.4546 0.4207  0.000
115 H 2.5243 -1.0459 0.5705  0.000
116 H 4.0415 -0.8773 -0.2625  0.000
117 H 1.6566 -0.7070 -3.6248  0.000
118 H 3.4020 -1.0385 -3.3060  0.009
119 H 2.4543 0.2282 -2.3475  0.000

Properties
- Total charge: -1
- ⟨S²⟩: 3.75
- Energy relative to the best compared isomer or geometry (same formula, charge and spin): 229.3 kJ/mol
- 2S+1: 4
- Orbital gap (spin up / spin down): 6.4 / 6.4 eV
- DFT total energy: -314075.09370 eV